Below is a structure of composition C39H29IN4PPd, with properties calculated with the ωB97M-V functional and the def2-TZVPD basis.

```
! RIJCOSX wB97M-V def2-TZVPD def2/J DEFGRID3
* xyz 1 3
Pd -0.02170 0.37236 0.05167
C -2.84220 -0.96097 -4.68762
C -1.50259 -1.17951 -5.00254
C -0.49913 -0.79325 -4.13979
C -0.81465 -0.15719 -2.91488
C -2.17025 0.00687 -2.59797
C -3.16701 -0.37177 -3.46687
N 0.13601 0.23999 -2.00666
C 1.49251 0.27705 -2.36754
C 1.99005 0.71809 -3.59573
C 3.34601 0.65284 -3.85380
C 4.21722 0.14728 -2.89105
C 3.74951 -0.23650 -1.64239
C 2.39610 -0.12422 -1.37251
N 1.81577 -0.33127 -0.12821
N 2.56494 -0.58615 0.91450
C 1.86086 -0.46297 2.05844
C 2.48293 -0.77918 3.27878
C 1.75820 -0.73072 4.43703
C 0.40670 -0.36820 4.38829
C -0.14027 -0.02906 3.17655
N 0.55590 -0.03794 2.02612
H -3.61993 -1.26262 -5.37637
H -1.23732 -1.67786 -5.92601
H 0.52244 -1.04199 -4.37943
H -2.42855 0.44893 -1.65445
H -4.20127 -0.21690 -3.18401
H 1.31517 1.13484 -4.33159
H 3.72738 1.00559 -4.80182
H 5.27568 0.08184 -3.10620
H 4.41409 -0.58243 -0.86384
H 3.52269 -1.07288 3.25576
H 2.22452 -0.98103 5.38123
H -0.20858 -0.34666 5.27554
H -1.17651 0.25946 3.10641
I -2.22970 -1.59081 0.79605
C -4.06596 -0.86312 0.10504
C -4.93833 -1.89171 -0.13457
C -6.26213 -1.64896 -0.54184
C -6.67629 -0.36359 -0.67154
C -5.79510 0.71976 -0.43578
C -6.33216 2.02246 -0.56834
C -5.56393 3.11823 -0.35894
C -4.20354 2.94051 -0.06131
C -3.60779 1.70642 0.07325
P -1.79249 1.91029 0.37014
C -1.70537 2.51467 2.08364
C -0.48791 3.01891 2.55219
C -0.36475 3.45200 3.85990
C -1.45117 3.36635 4.72627
C -2.65783 2.86034 4.27317
C -2.78944 2.44462 2.95040
C -1.36169 3.37177 -0.64663
C -1.21787 3.20177 -2.02255
C -0.89001 4.27381 -2.83797
C -0.69300 5.53318 -2.28848
C -0.84566 5.71510 -0.92254
C -1.18267 4.64347 -0.10504
C -4.42337 0.51567 -0.06668
H -4.61127 -2.91191 0.00407
H -6.93239 -2.47886 -0.72422
H -7.69691 -0.13657 -0.95550
H -7.37764 2.11930 -0.83626
H -5.97124 4.11645 -0.44655
H -3.60145 3.83232 0.05020
H 0.36773 3.06838 1.88976
H 0.58105 3.84452 4.21087
H -1.35369 3.69848 5.75236
H -3.50598 2.79484 4.94251
H -3.73993 2.05700 2.60500
H -1.38138 2.23202 -2.47344
H -0.78793 4.12202 -3.90525
H -0.42954 6.36989 -2.92261
H -0.71084 6.69602 -0.48536
H -1.31513 4.81629 0.95342
*
```

* LUMO (alpha / beta): -2.7535 / -4.8389 eV
* Kohn-Sham gap (alpha / beta): 6.408 / 5.829 eV
* calculated total energy: -67737.6007 eV



Below is a structure of composition C39H29InN6O8S2 at a distorted geometry, with properties calculated with the ωB97M-V functional and the def2-TZVPD basis.

```
! RIJCOSX wB97M-V def2-TZVPD def2/J DEFGRID3
* xyz -2 1
In -0.64515 0.99739 1.10032
O 0.60067 0.91163 5.42274
C 0.56238 1.07797 4.19553
O -0.23886 0.50324 3.39344
C 1.45133 2.15601 3.62624
C 1.81153 3.21691 4.41700
C 2.43037 4.34099 3.89309
C 2.50534 4.49285 2.46967
C 2.95312 5.67347 1.85806
C 2.94218 5.81889 0.48652
C 2.44926 4.79011 -0.31182
C 2.01998 3.60588 0.26405
C 2.08422 3.43884 1.64105
N 1.75369 2.17112 2.24152
H 1.55635 3.13577 5.46342
H 2.77440 5.14541 4.53206
H 3.29777 6.48004 2.49770
H 3.29460 6.73741 0.03305
H 2.37838 4.91218 -1.38598
H 1.62891 2.80859 -0.35175
S -3.85085 0.57278 1.15832
C -3.64273 0.11735 2.75777
N -2.60746 -0.73298 3.06865
C -2.16120 -0.91209 4.31647
C -2.85608 -0.38090 5.35995
C -4.02221 0.31728 5.01542
N -4.42236 0.56136 3.78666
H -2.01553 -1.06344 2.28195
H -1.26745 -1.50972 4.42900
H -2.50443 -0.46396 6.37614
H -4.67048 0.70100 5.80029
S -1.18427 3.55128 2.24717
C -0.62955 4.69935 1.15656
N -0.25134 5.52981 0.43627
C 3.91159 -0.71773 2.38455
O 3.20798 0.48374 2.72527
C 2.54563 1.08779 1.73794
O 2.61466 0.81515 0.57290
H 3.51645 -1.51628 3.00432
H 4.96613 -0.54408 2.59470
H 3.76418 -0.96426 1.33925
O 1.04358 -1.79539 1.95543
C -0.07042 -2.15093 1.57738
O -1.05825 -1.40881 1.22409
C -0.35807 -3.63915 1.48909
C -1.19903 -4.13910 0.49914
C -1.48679 -5.49752 0.45498
C -0.95572 -6.35934 1.40850
C -0.10621 -5.86228 2.38970
C 0.19896 -4.50603 2.42093
H -1.59392 -3.44886 -0.23670
H -2.13279 -5.88602 -0.32372
H -1.19997 -7.41507 1.38587
H 0.31898 -6.53135 3.12849
H 0.87169 -4.10121 3.16865
O -0.99753 2.46000 -1.34942
C -0.79921 1.38735 -1.89880
N -0.79015 1.19820 -3.27224
C -0.62809 -0.19577 -3.60617
C -0.48675 -0.80349 -2.14061
O -0.35604 -2.00006 -1.97435
N -0.56162 0.20282 -1.24281
C 0.67694 -0.49570 -4.33151
C 0.97492 -1.80453 -4.71688
C 2.20767 -2.11622 -5.26769
C 3.16805 -1.12581 -5.44448
C 2.87785 0.17607 -5.06624
C 1.64145 0.48710 -4.50942
C -1.87612 -0.75118 -4.27435
C -3.02867 -0.92124 -3.50776
C -4.20560 -1.36278 -4.09030
C -4.25306 -1.63962 -5.45276
C -3.11400 -1.46489 -6.22467
C -1.93292 -1.02346 -5.63642
H -1.24058 1.86473 -3.87368
H 0.24038 -2.58139 -4.54772
H 2.42574 -3.14070 -5.54808
H 4.13767 -1.37037 -5.86186
H 3.61942 0.95691 -5.19155
H 1.42932 1.49864 -4.18858
H -3.00073 -0.70788 -2.44334
H -5.08941 -1.49190 -3.47580
H -5.17342 -1.98725 -5.90731
H -3.14271 -1.66670 -7.28977
H -1.04602 -0.88599 -6.24272
*
```

* LUMO (alpha / beta): 4.1290 / 4.1279 eV
* Kohn-Sham gap (alpha / beta): 5.122 / 5.777 eV
* calculated total energy: -93083.4386 eV



Below is a structure of composition C39H30Cl3N6O4STi at a distorted geometry, with properties calculated with the ωB97M-V functional and the def2-TZVPD basis.

```
! RIJCOSX wB97M-V def2-TZVPD def2/J DEFGRID3
* xyz -1 3
Ti 1.98107 -1.23200 -1.07983
O 2.48969 -1.40734 -2.84631
C 3.53298 -1.13237 -3.61957
C 3.43320 -1.28543 -4.99857
C 4.51426 -1.00851 -5.81914
C 5.71889 -0.57437 -5.26131
C 5.82045 -0.41977 -3.89369
C 4.74254 -0.69031 -3.03245
C 4.89509 -0.50009 -1.62026
N 3.91879 -0.72851 -0.75372
N 4.25804 -0.41627 0.57215
C 3.24452 -0.67673 1.33292
O 2.14349 -1.18854 0.89764
C 3.32315 -0.29778 2.77529
C 2.18169 -0.40098 3.56249
C 2.23516 -0.10089 4.91959
C 3.42408 0.32618 5.49131
C 4.56351 0.43864 4.70307
C 4.51632 0.12174 3.35525
H 2.48782 -1.62265 -5.40326
H 4.42100 -1.12952 -6.89085
H 6.56849 -0.35470 -5.89521
H 6.75231 -0.07891 -3.45548
H 5.83637 -0.13293 -1.22200
H 1.26721 -0.74902 3.09968
H 1.34821 -0.21071 5.53083
H 3.46628 0.56376 6.54681
H 5.49746 0.76420 5.14405
H 5.39666 0.19561 2.73169
O 1.09302 0.45330 -0.97832
C -0.10386 0.07688 -1.45816
C -0.95823 1.03725 -1.92509
C -2.34062 0.96333 -2.33831
C -3.30696 0.03863 -2.20267
C -3.14763 -1.33763 -1.60532
C -0.18935 -1.40296 -1.57865
C 0.33838 -3.26306 -0.18290
N 1.55856 -3.31951 -0.69258
C 2.08315 -4.53018 -0.28605
C 1.16977 -5.21059 0.44706
N 0.04412 -4.38435 0.50517
H -0.51669 2.02949 -1.96911
H -2.67950 1.87440 -2.81678
H -4.29119 0.27809 -2.58760
H -4.14931 -1.79208 -1.56674
H 3.08281 -4.82302 -0.55257
H 1.19537 -6.17587 0.91537
H -0.85503 -4.57376 0.91551
Cl -1.28731 2.46019 6.42644
C -1.86058 2.00565 4.84254
C -0.98292 1.99674 3.77320
C -1.47387 1.63626 2.52737
C -2.80919 1.29353 2.32187
C -3.21396 0.92052 0.90473
C -3.48534 -0.59577 0.75834
N -2.66166 -1.27846 -0.22243
C -2.30157 -2.09970 -2.60445
C -0.98090 -1.96084 -2.69863
N -0.46812 -2.18177 -0.35820
C -1.69695 -2.11225 0.30683
O -4.35807 1.63994 0.47355
C -4.25674 3.05116 0.60133
C -4.03015 3.75599 -0.70437
C -4.92305 3.81622 -1.72748
Cl -6.49009 3.10726 -1.75844
S -4.34553 4.68128 -3.07915
C -2.87058 5.01442 -2.28523
C -2.83412 4.46160 -1.04446
C -3.64620 1.30773 3.42344
Cl -5.32564 0.84810 3.28478
C -3.19107 1.66159 4.68560
H 0.05253 2.27082 3.90156
H -0.80287 1.63166 1.67451
H -2.34743 1.16201 0.27845
H -4.55603 -0.74098 0.57781
H -3.25688 -1.06678 1.71567
H -2.86763 -2.58739 -3.39090
H -0.45889 -2.32016 -3.58238
H -1.69422 -2.26815 1.37599
H -3.44449 3.32734 1.27955
H -5.19020 3.39463 1.05815
H -2.09833 5.56923 -2.78854
H -1.97920 4.52400 -0.38705
H -3.86825 1.66424 5.52657
*
```

* LUMO (alpha / beta): 2.2321 / 2.2222 eV
* Kohn-Sham gap (alpha / beta): 5.174 / 6.475 eV
* calculated total energy: -129579.8856 eV